Computed, not measured: a molecular structure, C20H31CdO5S in a non-equilibrium geometry, with ωB97M-V/def2-TZVPD.

Element x y z (Å)
O: 1.638817 -0.188698 -2.936424
C: 1.576168 1.021977 -3.811610
C: 1.103966 0.223552 -5.018574
H: 2.568296 1.490431 -3.925595
H: 0.848354 1.745544 -3.407998
C: 1.169522 -1.002997 -4.093291
H: 1.797752 0.185287 -5.857462
H: 0.098019 0.469919 -5.364573
C: 2.215505 -2.045246 -4.445509
H: 3.227549 -1.623303 -4.506380
H: 1.965192 -2.500780 -5.412179
H: 2.208089 -2.834408 -3.686900
C: -0.209210 -1.581559 -3.814224
H: -0.922135 -0.808154 -3.491202
H: -0.139101 -2.335848 -3.021979
H: -0.609835 -2.068137 -4.715680
Cd: 3.314036 -0.564823 -1.490070
C: -2.288185 -0.788819 4.240891
C: -1.644176 0.489659 4.233293
C: -1.988565 1.155352 3.011156
H: -1.052407 0.903267 5.046901
C: -2.877134 0.304836 2.286100
C: -3.021138 -0.920761 3.016063
H: -3.589745 -1.796336 2.688576
H: -2.224978 -1.524163 5.047631
H: -1.647022 2.138690 2.705917
H: -3.382314 0.558404 1.355576
C: 1.423778 -2.175876 3.226965
C: 0.297905 -2.392138 2.369315
C: 0.775521 -2.937731 1.149650
H: -0.744974 -2.196013 2.631665
C: 2.204867 -3.053580 1.236670
C: 2.600817 -2.568675 2.519366
H: 3.618200 -2.495847 2.908823
H: 1.387490 -1.908491 4.277174
H: 0.148576 -3.246013 0.314762
H: 2.874595 -3.421574 0.442864
O: -1.162262 1.365496 0.001189
C: -2.016020 0.532945 -0.816924
C: -3.151312 1.422804 -1.359801
H: -2.321917 -0.339465 -0.215392
H: -1.416480 0.183294 -1.683864
C: -2.515853 2.840140 -1.344173
H: -4.024018 1.387123 -0.693626
H: -3.440767 1.108269 -2.367140
C: -1.165319 2.657630 -0.626638
H: -3.153330 3.556199 -0.827606
H: -2.386201 3.198308 -2.365235
H: -0.933139 3.401226 0.146929
H: -0.388930 2.646596 -1.414922
C: 2.302559 2.421611 4.034019
S: 1.557278 1.191677 2.943736
O: 0.946936 0.237500 3.895630
O: 0.597099 1.922207 2.106623
O: 2.655867 0.608341 2.154427
H: 1.635600 3.287721 4.018336
H: 3.301091 2.669115 3.666398
H: 2.357035 1.994314 5.038344

Forces on atoms 1 to 6 (eV/Å):
O -1.719 1.074 -2.583
C 0.146 0.142 0.734
C 0.122 -0.152 0.242
H -0.362 -0.196 0.259
H 0.383 -0.267 -0.099
C -0.234 -0.025 0.102

Its net charge is -1.

---

Computed, not measured: 18 unconnected molecules or ions with the total composition C96H116F9N23O33 in a non-equilibrium geometry, with ωB97M-V/def2-TZVPD.

Element x y z (Å)
C: -36.490341 -26.311319 0.347378
N: -35.470826 -27.430683 0.315118
C: -35.404399 -28.330533 1.295567
C: -34.464292 -29.374628 1.230484
C: -33.537611 -29.434236 0.213658
C: -33.575971 -28.397509 -0.736184
C: -34.559543 -27.418165 -0.695495
C: -32.500960 -30.533781 -0.069195
C: -31.151350 -30.312407 0.233125
C: -30.237724 -31.260901 -0.169674
N: -30.596463 -32.338360 -0.863899
C: -31.957972 -32.615458 -1.080039
C: -32.891034 -31.789419 -0.589743
C: -29.576768 -33.223186 -1.480867
H: -36.154225 -25.527324 1.008788
H: -37.437714 -26.684848 0.651681
H: -36.546479 -25.865925 -0.618310
H: -36.127848 -28.244084 2.094405
H: -34.552856 -30.174356 1.914356
H: -32.982857 -28.257958 -1.598166
H: -34.517659 -26.514326 -1.361277
H: -30.956114 -29.349617 0.778623
H: -29.169434 -31.055841 -0.174136
H: -32.201509 -33.613118 -1.468051
H: -33.969742 -32.122996 -0.745306
H: -29.438439 -32.768041 -2.412325
H: -29.876966 -34.250518 -1.558511
H: -28.595448 -33.087183 -0.977000
C: -28.946891 -25.974065 6.405607
N: -28.415667 -27.262590 5.940513
C: -28.945276 -27.853383 4.859726
C: -28.766132 -29.228611 4.725106
C: -27.808799 -29.841538 5.552261
C: -27.089353 -29.136495 6.440375
C: -27.459840 -27.800347 6.657013
C: -27.581971 -31.309546 5.436162
C: -27.403216 -32.147412 6.564186
C: -27.082720 -33.477153 6.282728
N: -27.046659 -33.947716 5.048621
C: -27.253932 -33.138656 3.990783
C: -27.498878 -31.825994 4.189067
C: -26.855593 -35.366408 4.829736
H: -28.451924 -25.198770 5.908320
H: -28.836092 -25.845337 7.472071
H: -30.054785 -25.942366 6.142071
H: -29.786048 -27.338431 4.412476
H: -29.434722 -29.705884 4.041618
H: -26.357454 -29.615167 7.148565
H: -27.019825 -27.120971 7.416603
H: -27.546640 -31.843078 7.594002
H: -26.775824 -34.129162 7.100158
H: -27.158327 -33.651585 3.065233
H: -27.641320 -31.197660 3.349688
H: -26.686280 -36.013584 5.741573
H: -25.964829 -35.355465 4.195285
H: -27.677758 -35.819716 4.183696
C: -31.469707 -26.610454 8.972925
N: -30.229391 -26.429026 9.752284
C: -30.087970 -25.214220 10.340805
C: -28.941055 -24.945031 11.001488
C: -27.844222 -25.827471 10.834961
C: -28.065624 -27.073378 10.236121
C: -29.304495 -27.366993 9.684790
C: -26.568528 -25.339669 11.363554
C: -25.392212 -25.191708 10.649831
C: -24.263205 -24.846153 11.307651
N: -24.256879 -24.543425 12.626549
C: -25.408753 -24.646481 13.319229
C: -26.566028 -25.140423 12.753087
C: -22.968451 -24.289449 13.323887
H: -31.637064 -25.697140 8.405324
H: -32.265234 -26.873588 9.700933
H: -31.285108 -27.377736 8.259346
H: -30.960281 -24.545762 10.253229
H: -28.832372 -24.024906 11.512730
H: -27.252336 -27.796751 10.071660
H: -29.570609 -28.218243 9.129166
H: -25.340391 -25.204719 9.581585
H: -23.309900 -24.807333 10.749430
H: -25.437806 -24.528434 14.409361
H: -27.429427 -25.186361 13.403515
H: -22.953055 -24.886747 14.292428
H: -22.620279 -23.248004 13.496068
H: -22.170516 -24.724269 12.657495
C: -14.428287 -20.169862 5.731528
N: -15.760743 -19.872184 5.201785
C: -16.186065 -18.559784 5.322928
C: -17.349679 -18.219562 4.363937
C: -18.029620 -19.260176 3.782078
C: -17.709844 -20.592599 4.135476
C: -16.566322 -20.830903 4.830209
C: -19.066907 -18.964726 2.734505
C: -20.396043 -19.316279 3.002528
C: -21.370201 -19.130574 2.056495
N: -21.072441 -18.744919 0.770575
C: -19.802898 -18.356236 0.537409
C: -18.756097 -18.445299 1.500779
C: -22.027958 -18.775321 -0.293162
H: -14.024766 -21.100833 5.384611
H: -14.576886 -20.152876 6.810824
H: -13.700414 -19.513179 5.357945
H: -15.448373 -17.867230 5.146537
H: -17.483631 -17.158380 4.114746
H: -18.341146 -21.468136 3.764879
H: -16.203962 -21.804952 5.057710
H: -20.713651 -19.562909 4.007689
H: -22.411444 -19.124087 2.426248
H: -19.614958 -17.827458 -0.373139
H: -17.741837 -18.058287 1.304879
H: -22.184029 -19.833915 -0.579920
H: -21.575609 -18.162273 -1.162126
H: -22.971527 -18.299106 0.011630
C: -26.373341 -27.093171 -3.370819
N: -25.274401 -26.682827 -2.410494
C: -24.775464 -25.474291 -2.435167
C: -23.696086 -25.102436 -1.624581
C: -23.153288 -25.976294 -0.709130
C: -23.760432 -27.246428 -0.662690
C: -24.749302 -27.575389 -1.538572
C: -21.922569 -25.692487 0.018175
C: -20.905770 -24.960406 -0.568936
C: -19.699807 -24.807407 0.070827
N: -19.468522 -25.402675 1.231339
C: -20.425683 -25.980766 1.926773
C: -21.673098 -26.093490 1.323431
C: -18.059466 -25.484782 1.682518
H: -27.261898 -26.699634 -2.962966
H: -26.500287 -28.185417 -3.340608
H: -26.172743 -26.684822 -4.345744
H: -25.328430 -24.780167 -3.113061
H: -23.228972 -24.207078 -1.803921
H: -23.415817 -27.990661 -0.004449
H: -25.121281 -28.577211 -1.648582
H: -21.043000 -24.548599 -1.541552
H: -18.838122 -24.231275 -0.335880
H: -20.225442 -26.437767 2.899539
H: -22.530418 -26.578363 1.858106
H: -17.459927 -24.931137 0.973966
H: -17.851798 -26.585635 1.639593
H: -17.934967 -24.964255 2.656264
C: -30.269596 -19.674057 8.071955
N: -30.110633 -19.345124 6.671747
C: -28.838294 -19.212465 6.183338
C: -28.544879 -19.361101 4.844171
C: -29.582206 -19.682498 3.947545
C: -30.881940 -19.795896 4.425035
C: -31.160119 -19.652911 5.811426
C: -29.274311 -19.960442 2.552787
C: -28.058343 -19.531145 1.988358
C: -27.799597 -19.763981 0.617127
N: -28.651063 -20.592744 -0.090877
C: -29.762734 -21.081484 0.482236
C: -30.098559 -20.711045 1.767146
C: -28.295766 -20.899532 -1.448776
H: -29.499480 -19.193177 8.659773
H: -30.238821 -20.730624 8.186002
H: -31.275139 -19.381882 8.350185
H: -28.011817 -19.217039 6.904418
H: -27.499961 -19.369459 4.619226
H: -31.750936 -20.039864 3.803396
H: -32.119323 -19.785654 6.257561
H: -27.196184 -19.035490 2.521184
H: -26.858292 -19.417557 0.185773
H: -30.361073 -21.752786 -0.090147
H: -31.019049 -21.209562 2.146068
H: -28.901152 -21.718457 -1.841182
H: -27.244167 -21.150054 -1.599016
H: -28.543089 -20.003736 -2.083956
C: -31.696601 -23.841348 3.123891
N: -30.250051 -23.864424 3.246069
C: -29.423298 -24.180712 2.247384
C: -28.053448 -24.024072 2.412678
C: -27.473947 -23.619503 3.602960
C: -28.346857 -23.318622 4.652921
C: -29.683214 -23.401242 4.391464
C: -26.019394 -23.474166 3.900675
C: -25.552989 -23.434624 5.263230
C: -24.291212 -23.038958 5.601637
N: -23.369620 -22.712516 4.688079
C: -23.718048 -22.870321 3.401597
C: -24.999436 -23.271052 2.979611
C: -22.085847 -22.120275 5.061925
H: -32.098154 -23.066234 2.471606
H: -32.127439 -23.692869 4.159985
H: -32.005609 -24.794233 2.667119
H: -29.832998 -24.664247 1.364084
H: -27.498113 -24.327197 1.532175
H: -28.099841 -22.910877 5.627629
H: -30.366918 -23.150196 5.178529
H: -26.203391 -23.664496 6.107295
H: -23.925344 -22.851716 6.541146
H: -22.886450 -22.764660 2.721520
H: -25.260141 -23.255334 1.913847
H: -21.611724 -22.804204 5.761253
H: -22.338039 -21.236543 5.565648
H: -21.531481 -21.809610 4.185500
C: -28.686564 -24.502028 -1.988666
O: -29.399258 -25.731613 -2.496463
O: -27.807303 -24.722575 -1.108897
C: -28.265956 -23.816439 -3.319146
F: -29.309295 -23.353604 -4.033311
F: -27.445781 -22.752764 -3.140681
F: -27.631557 -24.613280 -4.185520
C: -29.971563 -26.467913 -1.489632
C: -29.385807 -27.856060 -1.473001
H: -30.043541 -28.623083 -1.033037
H: -29.294289 -28.192715 -2.493520
H: -28.458623 -27.856006 -0.955817
H: -31.080792 -26.466540 -1.604669
H: -29.775061 -26.024474 -0.526626
H: -29.525227 -23.820892 -1.623185
C: -17.558086 -18.560935 7.323939
O: -17.878977 -19.840810 7.084978
O: -16.445210 -18.207455 6.736533
C: -18.704199 -17.498657 7.049142
F: -18.108058 -16.348518 6.632931
F: -19.585399 -17.862976 6.063382
F: -19.531717 -17.180021 8.100584
C: -18.854749 -20.473204 7.970469
C: -18.965299 -21.990594 7.579465
H: -19.620229 -22.402114 8.330304
H: -19.538528 -22.305425 6.674204
H: -18.116800 -22.621657 7.765139
H: -19.747921 -19.975457 7.769056
H: -18.550808 -20.364578 9.006394
H: -17.353162 -18.525588 8.370542
C: -31.204527 -30.290130 7.176167
O: -30.618671 -31.318061 6.197680
O: -30.322489 -29.411046 7.606986
C: -32.414104 -29.529294 6.465040
F: -33.586229 -30.263889 6.334158
F: -32.781687 -28.385694 7.029337
F: -32.059700 -29.181550 5.202966
C: -31.567419 -32.231217 5.715686
C: -30.753731 -33.509648 5.395851
H: -31.447840 -34.350694 5.318201
H: -30.187360 -33.291534 4.470180
H: -29.904131 -33.681515 6.111720
H: -32.067415 -31.934207 4.758418
H: -32.347757 -32.513579 6.442254
H: -31.732822 -30.859838 7.967371
N: -19.682302 -21.929500 1.244802
O: -18.407633 -22.128602 1.096246
O: -20.234357 -22.406275 2.376436
O: -20.341111 -21.351125 0.404574
N: -26.295269 -26.773635 2.928661
O: -26.138712 -26.632921 4.113282
O: -25.198742 -26.902798 2.201390
O: -27.433045 -26.761899 2.386568
N: -22.430601 -24.148946 8.507026
O: -23.558907 -24.642769 8.382103
O: -21.770297 -23.691839 7.529773
O: -21.850797 -24.077557 9.650264
N: -23.802170 -21.837176 -0.367252
O: -23.224107 -22.724390 0.358523
O: -23.229286 -21.648559 -1.502912
O: -24.818081 -21.242021 -0.116084
N: -27.740916 -22.985550 8.518292
O: -27.833492 -22.523351 9.642067
O: -28.030854 -22.328133 7.462291
O: -27.552907 -24.254724 8.425652
N: -31.060905 -22.946967 7.491082
O: -31.344177 -21.998713 6.724250
O: -31.106296 -24.202961 7.145135
O: -30.702851 -22.660807 8.647248
N: -32.925833 -24.696324 -0.152208
O: -33.344191 -24.790675 -1.284823
O: -32.010351 -23.888655 0.149284
O: -33.353212 -25.519289 0.782251
N: -26.669866 -34.605385 0.773678
O: -25.772146 -35.192625 0.176168
O: -27.178040 -35.032793 1.837456
O: -27.204829 -33.477210 0.340831
N: -24.566896 -19.490781 3.739624
O: -25.625023 -20.086735 4.147503
O: -24.575083 -18.970049 2.623082
O: -23.519747 -19.462867 4.458434

Forces on atoms 1 to 6 (eV/Å):
C 1.271 -0.424 0.347
N -0.160 1.225 -0.660
C 0.647 -0.875 -0.471
C -0.809 0.642 -0.062
C 0.845 0.274 -1.797
C -1.415 0.461 0.406

Its net charge is +2.

---

Number 1: total energy -1722.5984 hartree. Number 2: total energy -8366.9082 hartree.